ORCA calculation (ωB97M-V with the def2-TZVPD basis set) on a structure of composition C2H5FIN at a distorted geometry.

## Properties
LUMO energy: 0.4 eV
net charge: 0
E_HOMO: -9.422 eV
relative energy (zero: lowest compared OMol25 entry of this formula, charge and spin): 110.3 kJ/mol
Kohn-Sham gap: 9.8 eV

Each line ends with the Löwdin charge.
Atoms and positions in Å:
C 0.646 0.966 0.012  0.00
C 0.671 -0.894 0.503  -0.90
N -0.557 -1.455 0.168  -0.03
F 1.753 -1.422 -0.166  -0.06
I 0.786 -0.861 2.680  0.78
H -0.342 1.229 -0.027  0.00
H 1.136 1.537 0.843  0.04
H 1.107 1.005 -0.915  0.01
H -0.977 -1.366 -0.748  0.09
H -0.870 -2.295 0.666  0.07


ORCA calculation (ωB97M-V with the def2-TZVPD basis set) on a structure of composition C24H28CuN9O4S2.

## Properties
LUMO energy (spin up / spin down): -2.8 / -3.9 eV
net charge: +1
E_HOMO (spin up / spin down): -10.559 / -10.556 eV
relative energy (zero: lowest compared OMol25 entry of this formula, charge and spin): 0.0 kJ/mol
2S+1: 2
⟨S²⟩: 0.7532
Kohn-Sham gap (spin up / spin down): 7.8 / 6.7 eV

Each line ends with the Löwdin spin population.
Atoms and positions in Å:
Cu -0.545 1.688 -0.749  0.69
O -4.108 1.626 -2.444  0.01
C -2.930 1.653 -2.205  0.01
N -2.268 2.368 -1.231  0.13
C -2.765 3.434 -0.534  0.01
O -3.837 3.975 -0.635  0.01
C -1.721 3.951 0.442  0.00
C -2.029 4.953 1.342  0.00
C -1.040 5.391 2.207  0.00
C 0.223 4.820 2.135  0.00
C 0.452 3.821 1.207  0.01
N -0.503 3.396 0.378  0.05
C -1.928 0.859 -3.012  0.00
C -2.289 0.284 -4.210  0.00
C -1.303 -0.321 -4.975  0.00
C -0.002 -0.330 -4.505  0.00
C 0.275 0.232 -3.270  0.01
N -0.671 0.814 -2.537  0.05
H -3.029 5.363 1.333  0.00
H -1.248 6.171 2.927  0.00
H 1.026 5.146 2.781  0.00
H 1.424 3.353 1.109  0.00
H -3.322 0.343 -4.521  0.00
H -1.546 -0.762 -5.933  0.00
H 0.804 -0.768 -5.077  0.00
H 1.266 0.204 -2.845  0.00
S -0.736 -2.226 -0.920  0.00
C 0.103 -3.045 -2.146  0.00
N 1.356 -2.708 -2.475  0.00
C 2.161 -3.395 -3.477  0.00
C 1.254 -4.033 -4.515  0.00
C 0.201 -4.871 -3.812  0.00
N -0.479 -4.046 -2.823  0.00
H 1.762 -1.928 -1.967  0.00
H 2.789 -4.155 -3.002  0.00
H 2.827 -2.664 -3.935  0.00
H 1.837 -4.651 -5.195  0.00
H 0.760 -3.256 -5.104  0.00
H 0.667 -5.736 -3.330  0.00
H -0.541 -5.243 -4.516  0.00
H -1.400 -4.295 -2.502  0.00
N 4.006 -0.720 1.355  0.00
C 2.961 -0.923 0.542  0.00
N 2.115 -1.900 0.850  0.00
S 2.742 0.063 -0.828  0.01
H 4.012 -1.106 2.287  0.00
H 4.605 0.061 1.151  0.00
H 2.194 -2.384 1.731  0.00
H 1.272 -2.033 0.288  0.00
O -0.736 0.319 6.645  0.00
C 0.326 0.981 6.000  0.00
N 1.288 0.098 5.386  0.00
C 1.272 -0.408 4.126  0.00
O 2.195 -1.090 3.708  0.00
C 0.094 -0.102 3.245  0.00
C -1.220 -0.318 3.640  0.00
C -2.234 -0.108 2.720  0.00
C -1.902 0.322 1.451  0.00
N -0.637 0.537 1.063  0.01
C 0.339 0.319 1.943  0.00
H -0.421 -0.095 7.455  0.00
H 0.865 1.630 6.693  0.00
H -0.131 1.599 5.230  0.00
H 2.078 -0.214 5.933  0.00
H -1.444 -0.643 4.647  0.00
H -3.269 -0.279 2.977  0.00
H -2.668 0.488 0.703  0.00
H 1.347 0.495 1.595  0.00


ORCA calculation (ωB97M-V with the def2-TZVPD basis set) on a cluster of 9 separate species, H18O9 in total.

## Properties
LUMO energy: 0.0 eV
net charge: 0
E_HOMO: -10.408 eV
relative energy (zero: lowest compared OMol25 entry of this formula, charge and spin): 207.3 kJ/mol
Kohn-Sham gap: 10.4 eV
SMILES: O.O.O.O.O.O.O.O.O

Each line ends with the Löwdin charge.
Atoms and positions in Å:
O -0.241 0.196 -0.586  -0.04
H -0.131 0.091 0.364  0.02
H -0.105 1.138 -0.732  0.03
O 2.369 -0.635 1.422  -0.03
H 1.869 -1.436 1.238  0.06
H 3.167 -0.934 1.868  0.07
O -1.377 -2.188 -1.808  -0.07
H -1.748 -1.733 -2.569  0.03
H -0.980 -1.479 -1.284  -0.02
O -2.039 0.542 2.552  -0.04
H -2.264 0.715 3.473  0.07
H -2.697 1.025 2.039  0.07
O -2.236 -2.181 1.805  -0.07
H -3.190 -2.249 1.712  0.03
H -2.072 -1.277 2.116  -0.03
O 0.075 3.664 0.036  -0.08
H 0.423 2.973 0.634  -0.02
H 0.654 3.667 -0.731  0.03
O 2.277 -2.070 -1.828  -0.06
H 1.751 -1.269 -1.927  0.01
H 1.785 -2.599 -1.194  0.03
O 0.258 0.537 -4.029  -0.05
H 0.874 1.008 -3.462  0.02
H 0.716 0.456 -4.871  0.04
O 0.855 1.655 1.701  -0.06
H 0.471 1.401 2.545  0.05
H 1.536 0.982 1.516  0.02


ORCA calculation (ωB97M-V with the def2-TZVPD basis set) on a structure of composition C30H31N2O5PSn at a distorted geometry.

## Properties
LUMO energy: 0.1 eV
net charge: 0
E_HOMO: -6.991 eV
relative energy (zero: lowest compared OMol25 entry of this formula, charge and spin): 0.0 kJ/mol
Kohn-Sham gap: 7.1 eV

Each line ends with the Löwdin charge.
Atoms and positions in Å:
Sn -0.365 -1.173 -1.017  1.34
O 1.770 -1.378 0.806  -0.08
C 1.392 -0.681 2.042  -0.32
C 0.047 0.108 1.866  -0.47
O -0.434 0.818 2.770  0.04
O -0.475 0.089 0.636  -0.26
C 2.495 0.197 2.519  -0.14
C 3.778 -0.359 2.615  -0.01
C 4.842 0.390 3.101  -0.08
C 4.670 1.735 3.427  -0.08
C 3.416 2.312 3.191  -0.09
C 2.341 1.565 2.777  -0.02
C 1.080 -1.785 3.060  -0.12
C 1.088 -3.161 2.749  -0.03
C 0.940 -4.075 3.794  -0.10
C 0.722 -3.694 5.106  -0.09
C 0.621 -2.319 5.398  -0.08
C 0.753 -1.392 4.389  -0.02
H 1.899 -0.665 0.134  0.05
H 3.937 -1.383 2.329  0.12
H 5.815 -0.105 3.192  0.11
H 5.456 2.387 3.800  0.10
H 3.300 3.391 3.385  0.11
H 1.314 1.986 2.729  0.12
H 1.141 -3.488 1.718  0.10
H 1.000 -5.135 3.505  0.10
H 0.679 -4.428 5.886  0.09
H 0.389 -1.925 6.406  0.11
H 0.551 -0.328 4.607  0.13
O 2.739 -0.517 -3.654  0.02
C 1.787 -0.129 -2.944  -0.67
O 1.681 -0.299 -1.638  -0.28
C 0.649 0.695 -3.616  -0.24
P -0.829 1.083 -2.568  0.96
C -0.400 2.420 -1.421  -0.40
C 0.928 2.791 -1.143  -0.06
C 1.186 3.771 -0.179  -0.08
C 0.152 4.348 0.545  -0.07
C -1.179 4.009 0.208  -0.06
C -1.460 3.068 -0.795  -0.11
C -2.180 1.735 -3.565  -0.39
C -3.121 0.883 -4.136  -0.10
C -4.239 1.403 -4.774  -0.08
C -4.414 2.811 -4.855  -0.07
C -3.387 3.650 -4.408  -0.07
C -2.268 3.107 -3.755  -0.10
H 0.326 0.048 -4.464  0.10
H 1.082 1.609 -4.009  0.09
H 1.765 2.351 -1.694  0.11
H 2.213 4.046 0.011  0.10
H 0.341 5.155 1.261  0.11
H -2.043 4.553 0.586  0.10
H -2.511 2.796 -1.035  0.12
H -2.954 -0.187 -4.043  0.10
H -4.961 0.722 -5.222  0.10
H -5.330 3.196 -5.326  0.11
H -3.513 4.722 -4.488  0.10
H -1.432 3.786 -3.471  0.13
N -1.820 -2.877 0.314  -0.07
C -2.366 -4.048 -0.362  -0.26
C -2.196 -4.013 -1.876  -0.29
N -0.854 -3.549 -2.241  -0.12
H -1.295 -3.196 1.125  0.07
H -2.598 -2.326 0.676  0.09
H -3.440 -4.109 -0.187  0.11
H -1.938 -4.959 0.029  0.11
H -2.889 -3.304 -2.323  0.10
H -2.472 -4.993 -2.265  0.11
H -0.739 -3.496 -3.273  0.09
H -0.183 -4.259 -1.944  0.08